# C8H5BF3O10Sn

C8H5BF3O10Sn as an isolated structure at a distorted geometry (wB97M-V/def2-TZVPD, the OMol25 dataset).

Each line ends with the Löwdin spin population.
Positions of all 28 atoms, in Å:
Sn (-2.626, -1.205, 2.232)  0.933
O (5.975, 0.942, 3.704)  0.000
C (4.814, 1.332, 3.539)  0.000
O (3.750, 0.696, 3.723)  0.000
B (2.619, 1.343, 2.975)  0.000
O (3.134, 2.643, 2.594)  0.000
C (4.433, 2.621, 2.810)  0.000
O (5.322, 3.432, 2.468)  0.000
O (1.432, 1.471, 3.759)  0.001
C (0.507, 0.674, 3.308)  0.002
O (-0.689, 0.490, 3.638)  0.020
C (1.128, -0.085, 2.118)  0.001
O (2.244, 0.509, 1.810)  0.000
O (0.545, -1.008, 1.536)  0.015
C (-4.032, -1.434, -4.357)  0.000
C (-3.638, -1.019, -2.897)  0.000
O (-2.253, -1.004, -2.907)  0.001
C (-1.556, -0.806, -1.789)  0.001
O (-1.970, -0.848, -0.640)  0.023
C (-0.049, -0.614, -2.093)  0.000
F (0.145, -0.005, -3.274)  0.000
F (0.482, 0.128, -1.135)  0.000
F (0.614, -1.766, -2.065)  0.000
H (-3.533, -2.390, -4.514)  0.000
H (-3.753, -0.699, -5.112)  0.000
H (-5.080, -1.643, -4.572)  0.000
H (-4.014, -1.757, -2.188)  0.000
H (-3.952, 0.000, -2.672)  0.000

HOMO level (spin up / spin down) (eV): -8.991 / -9.138
⟨S²⟩: 0.753
LUMO energy (spin up / spin down) (hartree): -0.0972 / -0.0921
Frontier orbital gap (spin up / spin down) (eV): 6.346 / 6.633
Net charge: 0
Calculated total energy (eV): -43514.8092
Spin multiplicity: 2

---

# C8H5BrN2O2

The molecule C8H5BrN2O2 at a distorted geometry (wB97M-V/def2-TZVPD, the OMol25 dataset).

Each line ends with the natural charge from an NBO analysis.
Positions of all 18 atoms, in Å:
C (-0.993, 2.149, -0.123)  0.131
C (1.269, -0.867, -0.501)  -0.210
C (0.605, -1.806, 0.198)  -0.143
C (-0.113, 1.164, -0.325)  0.137
C (0.952, 0.523, -0.747)  -0.029
C (-1.411, -0.669, 1.068)  0.172
C (-0.641, -1.702, 0.915)  -0.172
C (1.961, 1.282, -1.574)  -0.620
N (-1.764, 2.996, 0.060)  -0.179
N (-2.556, -0.163, 1.632)  0.437
O (-2.489, 0.128, 2.814)  -0.353
O (-3.520, -0.010, 0.905)  -0.347
Br (-1.197, -3.431, 1.742)  0.000
H (2.199, -1.176, -0.960)  0.223
H (1.050, -2.790, 0.235)  0.241
H (2.942, 1.203, -1.105)  0.238
H (2.013, 0.836, -2.566)  0.239
H (1.694, 2.332, -1.669)  0.234

HOMO level (spin up / spin down) (eV): -9.470 / -9.471
LUMO energy (spin up / spin down) (hartree): -0.0995 / -0.0994
Frontier orbital gap (spin up / spin down) (eV): 6.763 / 6.767
Net charge: 0
Energy above the lowest of the compared OMol25 structures with the same formula, charge and spin (kJ/mol): 517.9
Calculated total energy (eV): -85485.6962

---

# C8H5FN2O2S

The molecule C8H5FN2O2S (wB97M-V/def2-TZVPD, the OMol25 dataset).

Each line ends with the natural charge from an NBO analysis.
Positions of all 19 atoms, in Å:
O (3.286, 0.196, 1.311)  -0.900
S (2.757, -0.095, 0.025)  2.431
O (3.408, 0.388, -1.144)  -0.905
F (2.707, -1.626, -0.100)  -0.453
C (1.064, 0.435, -0.035)  -0.366
C (0.930, 1.793, -0.156)  -0.142
C (-0.349, 2.370, -0.206)  -0.205
C (-1.454, 1.569, -0.148)  -0.156
C (-1.345, 0.169, -0.028)  0.077
N (-2.486, -0.578, 0.023)  -0.341
C (-2.294, -1.857, 0.148)  0.017
C (-1.019, -2.447, 0.238)  0.024
N (0.082, -1.759, 0.190)  -0.371
C (-0.069, -0.414, 0.041)  0.185
H (1.793, 2.434, -0.227)  0.242
H (-0.459, 3.436, -0.291)  0.228
H (-2.441, 1.997, -0.196)  0.233
H (-3.163, -2.496, 0.191)  0.199
H (-0.946, -3.516, 0.363)  0.202

HOMO level (eV): -9.950
LUMO energy (hartree): -0.0346
Frontier orbital gap (eV): 9.008
Net charge: 0
Energy above the lowest of the compared OMol25 structures with the same formula, charge and spin (kJ/mol): 0.0
SMILES string: O=S(=O)(F)c1cccc2nccnc12
Calculated total energy (eV): -29004.3973

---

# C8H5I2MgNO5

C8H5I2MgNO5 as an isolated structure at a distorted geometry (wB97M-V/def2-TZVPD, the OMol25 dataset).

Each line ends with the natural charge from an NBO analysis.
Positions of all 22 atoms, in Å:
Mg (0.011, -1.864, -0.295)  1.784
O (0.960, 4.241, 0.770)  -0.654
C (0.684, 2.912, 0.432)  0.333
C (1.371, 2.235, -0.578)  -0.293
C (1.128, 0.857, -0.768)  0.124
N (0.192, 0.219, -0.087)  -0.597
C (-0.477, 0.830, 0.884)  0.125
C (-0.312, 2.227, 1.119)  -0.264
C (-1.255, -0.195, 1.677)  0.747
O (-2.066, 0.258, 2.446)  -0.592
O (-0.813, -1.463, 1.502)  -0.965
C (1.920, -0.208, -1.581)  0.756
O (2.870, 0.157, -2.231)  -0.596
O (1.546, -1.486, -1.392)  -0.968
H (1.622, 4.580, 0.159)  0.485
H (2.081, 2.735, -1.275)  0.245
H (-0.865, 2.713, 1.944)  0.258
I (-2.455, -2.313, -2.156)  0.174
C (-1.737, -3.703, -0.451)  -0.814
I (0.070, -4.965, 0.001)  0.204
H (-2.432, -4.546, -0.610)  0.245
H (-2.043, -3.224, 0.493)  0.263

HOMO level (eV): -9.533
LUMO energy (hartree): -0.1009
Frontier orbital gap (eV): 6.788
Net charge: 0
Calculated total energy (eV): -41752.6811

---

# C8H6

C8H6 as an isolated structure at a distorted geometry (wB97M-V/def2-TZVPD, the OMol25 dataset).

Each line ends with the natural charge from an NBO analysis.
Positions of all 14 atoms, in Å:
C (-1.204, 0.530, -0.505)  0.107
C (-0.110, 1.701, -0.458)  -0.238
C (-0.426, -0.540, -1.286)  -0.447
C (-1.152, 0.161, 0.950)  -0.335
C (1.066, 0.817, -0.214)  -0.144
C (0.747, -0.706, -0.281)  -0.292
C (0.160, -0.564, 1.112)  -0.113
C (-0.102, 1.287, 0.922)  0.040
H (-0.995, -1.381, -1.382)  0.210
H (-0.056, -0.258, -2.195)  0.217
H (-1.906, 0.241, 1.628)  0.250
H (2.051, 1.280, 0.091)  0.252
H (1.395, -1.562, -0.376)  0.251
H (0.532, -1.007, 1.992)  0.242

HOMO level (spin up / spin down) (eV): -7.575 / -7.322
LUMO energy (spin up / spin down) (hartree): -0.0094 / -0.0083
Frontier orbital gap (spin up / spin down) (eV): 7.320 / 7.096
Net charge: 0
Energy above the lowest of the compared OMol25 structures with the same formula, charge and spin (kJ/mol): 636.6
Calculated total energy (eV): -8382.6363

---

# C8H6Br2O3S

C8H6Br2O3S as an isolated structure at a distorted geometry (wB97M-V/def2-TZVPD, the OMol25 dataset).

Each line ends with the natural charge from an NBO analysis.
Positions of all 20 atoms, in Å:
C (0.131, -0.367, -1.038)  -0.181
C (1.381, -0.322, -1.430)  -0.219
C (0.500, 2.210, 0.508)  0.263
C (-0.728, 1.363, 0.460)  0.501
C (-1.229, -1.065, 1.002)  0.612
C (-0.223, -0.034, 0.390)  -0.343
C (2.378, -0.224, -0.285)  -0.317
C (-2.487, -1.219, 0.244)  -0.755
O (1.165, 2.494, -0.511)  -0.550
O (-1.889, 1.668, 0.476)  -0.479
O (-0.947, -1.573, 2.038)  -0.489
S (1.484, 0.086, 1.268)  0.360
Br (3.126, -2.053, -0.176)  0.065
Br (3.980, 0.964, -0.564)  0.092
H (-0.729, -0.701, -1.695)  0.246
H (1.835, -0.447, -2.365)  0.246
H (0.751, 2.842, 1.336)  0.173
H (-2.320, -2.018, -0.499)  0.252
H (-2.839, -0.313, -0.224)  0.260
H (-3.341, -1.292, 1.062)  0.263

HOMO level (eV): -9.352
LUMO energy (hartree): -0.0137
Frontier orbital gap (eV): 8.979
Net charge: 0
Energy above the lowest of the compared OMol25 structures with the same formula, charge and spin (kJ/mol): 11.0
Calculated total energy (eV): -165452.7462

---

# C8H6I2N3O3Zr

C8H6I2N3O3Zr as an isolated structure (wB97M-V/def2-TZVPD, the OMol25 dataset).

Each line ends with the natural charge from an NBO analysis.
Positions of all 23 atoms, in Å:
Zr (-0.519, -0.343, 0.403)  2.028
I (-2.698, -2.115, 1.225)  0.478
C (-1.892, -3.635, -0.067)  -0.650
I (-0.034, -3.008, -0.919)  0.477
H (-2.608, -3.799, -0.865)  0.284
H (-1.695, -4.502, 0.557)  0.288
O (2.149, 0.647, 3.230)  -0.321
C (1.157, 0.662, 2.629)  0.751
O (0.841, -0.344, 1.619)  -0.814
C (0.007, 1.610, 2.668)  0.064
C (-0.047, 2.638, 3.572)  -0.140
C (-1.152, 3.494, 3.530)  -0.035
C (-2.145, 3.286, 2.581)  -0.189
C (-2.022, 2.233, 1.694)  0.082
N (-0.964, 1.391, 1.728)  -0.648
H (0.753, 2.770, 4.290)  0.298
H (-1.228, 4.315, 4.233)  0.288
H (-3.008, 3.936, 2.526)  0.290
H (-2.776, 2.055, 0.936)  0.236
N (2.095, 1.633, -3.378)  0.139
C (1.414, 1.299, -2.500)  0.252
O (-0.504, 1.109, -1.417)  -0.253
N (0.675, 0.764, -1.507)  0.094

HOMO level (eV): -20.809
LUMO energy (hartree): -0.5317
Frontier orbital gap (eV): 6.340
Net charge: +3
Energy above the lowest of the compared OMol25 structures with the same formula, charge and spin (kJ/mol): 138.2
Calculated total energy (eV): -36454.5371

---

# C8H6N2O

The molecule C8H6N2O at a distorted geometry (wB97M-V/def2-TZVPD, the OMol25 dataset).

Each line ends with the natural charge from an NBO analysis.
Positions of all 17 atoms, in Å:
C (-2.364, -1.653, 0.949)  -0.193
C (-0.986, -2.004, 1.289)  -0.144
C (0.039, -1.222, 0.819)  -0.223
C (-0.341, -0.103, 0.002)  0.157
C (0.776, 0.737, -0.539)  0.446
N (0.890, 1.355, -1.699)  -0.416
C (2.095, 2.003, -1.640)  -0.147
C (2.626, 1.875, -0.437)  0.066
O (1.853, 1.052, 0.367)  -0.435
N (-1.569, 0.202, -0.379)  -0.401
C (-2.543, -0.558, 0.079)  0.057
H (-2.977, -2.199, 1.219)  0.159
H (-0.710, -2.714, 1.919)  0.200
H (0.994, -1.393, 0.997)  0.213
H (2.282, 2.636, -2.624)  0.238
H (3.594, 2.396, 0.152)  0.225
H (-3.658, -0.410, -0.475)  0.196

HOMO level (eV): -8.944
LUMO energy (hartree): 0.0099
Frontier orbital gap (eV): 9.215
Net charge: 0
Energy above the lowest of the compared OMol25 structures with the same formula, charge and spin (kJ/mol): 403.5
SMILES string: c1ccc(-c2ncco2)nc1
Calculated total energy (eV): -13417.1243